Molecular formula: C3H10N2O
Method: DFT, ωB97M-V with the def2-TZVPD basis set

Element x y z (Å)
C 1.150 0.513 0.376
C -1.425 -0.004 -0.664
C 0.844 0.278 1.819
N 1.045 -1.657 -0.407
N -0.940 0.609 -1.882
O 1.551 -0.404 -0.438
H 1.397 1.507 0.033
H 0.957 -1.953 0.574
H -0.645 -0.866 -0.438
H -1.643 1.192 -2.320
H -0.633 -0.096 -2.541
H -1.604 0.780 0.073
H -2.367 -0.565 -0.763
H 0.063 -0.476 1.952
H 1.736 -0.068 2.348
H 0.514 1.211 2.280

Atomic forces in eV per Å
1.497 0.075 0.563
0.659 -1.582 -0.041
-0.531 -0.131 -0.441
1.182 -1.561 -0.136
-0.002 0.323 -0.405
-1.853 1.005 0.240
0.110 0.011 -0.100
-0.171 0.470 0.056
-1.291 1.659 0.267
0.058 -0.140 -0.097
-0.077 0.113 -0.011
0.306 -0.267 0.313
-0.027 0.137 -0.082
0.026 0.037 0.031
0.081 -0.050 -0.065
0.032 -0.101 -0.092

The total energy is -304.86406 hartree. The strongest force on any atom is 2.122 eV/A. Its HOMO energy (alpha / beta) is -8.2 / -7.7 eV. The relative energy (zero: lowest compared OMol25 entry of this formula, charge and spin) comes out at 132.1 kcal/mol. The HOMO-LUMO gap (alpha / beta) is 8.7 / 7.9 eV. Its LUMO energy (alpha / beta) is 0.428 / 0.157 eV.

Here are the natural (NBO) charges for atoms 1 to 5, given in e: number 1, C, carries 0.28; number 2, C, carries -0.45; number 3, C, carries -0.73; number 4, N, carries -0.49; number 5, N, carries -0.85


Molecular formula: C13H14F3IN2O3ReS
Method: DFT, ωB97M-V with the def2-TZVPD basis set

Element x y z (Å)
C 1.267 2.638 0.824
C 2.863 1.203 0.239
H 1.837 3.434 0.395
H 1.499 2.546 1.868
H 0.226 2.581 0.584
H 2.773 0.402 -0.397
H 3.484 1.970 -0.159
H 3.132 0.954 1.238
C -2.211 1.449 -0.395
C -3.537 1.257 -0.794
C -3.864 0.113 -1.519
C -2.881 -0.801 -1.808
H -1.895 2.312 0.186
H -4.262 2.009 -0.516
H -4.875 -0.054 -1.858
H -3.052 -1.722 -2.368
N -1.255 0.554 -0.671
C -1.561 -0.561 -1.401
C -0.456 -1.482 -1.608
N 0.734 -1.095 -1.094
C 1.776 -1.953 -1.081
C 0.491 -3.596 -2.280
C 1.672 -3.200 -1.682
H 2.677 -1.583 -0.594
H 2.557 -3.836 -1.661
C -0.603 -2.738 -2.225
H -1.564 -2.973 -2.646
H 0.391 -4.555 -2.762
Re 0.940 0.998 -0.345
I 1.169 2.045 -2.583
F -0.436 0.382 4.941
C 0.426 -0.020 3.983
F 1.479 0.843 4.013
F 0.866 -1.276 4.261
S -0.338 0.034 2.283
O -1.170 -1.192 2.120
O -0.978 1.289 2.220
O 0.942 -0.003 1.451

Atomic forces in eV per Å
2.732 0.707 1.518
2.740 3.083 2.215
0.007 0.530 -0.394
-0.463 -0.032 0.479
-1.856 0.836 0.168
1.043 -2.765 -1.923
0.534 0.375 -0.419
0.052 -0.331 0.611
-0.548 -0.155 -0.066
0.665 0.031 0.164
-0.289 0.700 0.328
1.677 -0.711 -0.235
-0.346 -0.146 -0.148
-0.092 -0.094 -0.109
-0.093 -0.008 0.044
-0.361 0.474 0.208
0.476 -0.049 -0.861
-1.087 0.928 0.629
0.325 -0.995 -0.253
0.626 0.268 0.563
-0.493 0.059 -0.394
-0.583 0.419 0.064
1.031 0.146 0.475
-0.115 -0.464 -0.206
-0.332 0.059 -0.064
0.535 1.057 0.484
0.020 -0.337 -0.076
0.098 -0.137 -0.036
-5.376 -3.854 -1.973
-0.027 0.388 -0.685
0.711 -0.663 -1.526
0.643 -0.428 1.787
-0.716 -0.729 -0.330
-0.557 1.679 -0.516
-2.701 -5.087 2.065
2.513 3.167 -0.010
-0.381 1.787 -0.568
-0.016 0.293 -1.008

The total energy is -1912.01713 hartree. The strongest force on any atom is 6.903 eV/A. Its HOMO energy (alpha / beta) is -16.2 / -16.2 eV. The multiplicity is 4. The total charge is +2. The relative energy (zero: lowest compared OMol25 entry of this formula, charge and spin) comes out at 72.4 kcal/mol. The HOMO-LUMO gap (alpha / beta) is 5.4 / 5.9 eV. Its LUMO energy (alpha / beta) is -10.857 / -10.348 eV.

Here are the Löwdin charges for atoms 1 to 5, given in e: number 1, C, carries -0.11; number 2, C, carries -0.16; number 3, H, carries 0.07; number 4, H, carries 0.09; number 5, H, carries 0.01


Repeat the second record exactly.
Molecular formula: C13H14F3IN2O3ReS
Method: DFT, ωB97M-V with the def2-TZVPD basis set

Element x y z (Å)
C 1.267 2.638 0.824
C 2.863 1.203 0.239
H 1.837 3.434 0.395
H 1.499 2.546 1.868
H 0.226 2.581 0.584
H 2.773 0.402 -0.397
H 3.484 1.970 -0.159
H 3.132 0.954 1.238
C -2.211 1.449 -0.395
C -3.537 1.257 -0.794
C -3.864 0.113 -1.519
C -2.881 -0.801 -1.808
H -1.895 2.312 0.186
H -4.262 2.009 -0.516
H -4.875 -0.054 -1.858
H -3.052 -1.722 -2.368
N -1.255 0.554 -0.671
C -1.561 -0.561 -1.401
C -0.456 -1.482 -1.608
N 0.734 -1.095 -1.094
C 1.776 -1.953 -1.081
C 0.491 -3.596 -2.280
C 1.672 -3.200 -1.682
H 2.677 -1.583 -0.594
H 2.557 -3.836 -1.661
C -0.603 -2.738 -2.225
H -1.564 -2.973 -2.646
H 0.391 -4.555 -2.762
Re 0.940 0.998 -0.345
I 1.169 2.045 -2.583
F -0.436 0.382 4.941
C 0.426 -0.020 3.983
F 1.479 0.843 4.013
F 0.866 -1.276 4.261
S -0.338 0.034 2.283
O -1.170 -1.192 2.120
O -0.978 1.289 2.220
O 0.942 -0.003 1.451

Atomic forces in eV per Å
2.732 0.707 1.518
2.740 3.083 2.215
0.007 0.530 -0.394
-0.463 -0.032 0.479
-1.856 0.836 0.168
1.043 -2.765 -1.923
0.534 0.375 -0.419
0.052 -0.331 0.611
-0.548 -0.155 -0.066
0.665 0.031 0.164
-0.289 0.700 0.328
1.677 -0.711 -0.235
-0.346 -0.146 -0.148
-0.092 -0.094 -0.109
-0.093 -0.008 0.044
-0.361 0.474 0.208
0.476 -0.049 -0.861
-1.087 0.928 0.629
0.325 -0.995 -0.253
0.626 0.268 0.563
-0.493 0.059 -0.394
-0.583 0.419 0.064
1.031 0.146 0.475
-0.115 -0.464 -0.206
-0.332 0.059 -0.064
0.535 1.057 0.484
0.020 -0.337 -0.076
0.098 -0.137 -0.036
-5.376 -3.854 -1.973
-0.027 0.388 -0.685
0.711 -0.663 -1.526
0.643 -0.428 1.787
-0.716 -0.729 -0.330
-0.557 1.679 -0.516
-2.701 -5.087 2.065
2.513 3.167 -0.010
-0.381 1.787 -0.568
-0.016 0.293 -1.008

The total energy is -1912.01713 hartree. The strongest force on any atom is 6.903 eV/A. Its HOMO energy (alpha / beta) is -16.2 / -16.2 eV. The multiplicity is 4. The total charge is +2. The relative energy (zero: lowest compared OMol25 entry of this formula, charge and spin) comes out at 72.4 kcal/mol. The HOMO-LUMO gap (alpha / beta) is 5.4 / 5.9 eV. Its LUMO energy (alpha / beta) is -10.857 / -10.348 eV.

Here are the Löwdin charges for atoms 1 to 5, given in e: number 1, C, carries -0.11; number 2, C, carries -0.16; number 3, H, carries 0.07; number 4, H, carries 0.09; number 5, H, carries 0.01


Question: What is the formula in the second record?
Answer: C13H14F3IN2O3ReS


Question: What is the formula in the first record?
Answer: C3H10N2O


Please write out number 1 again, unchanged.
Molecular formula: C3H10N2O
Method: DFT, ωB97M-V with the def2-TZVPD basis set

Element x y z (Å)
C 1.150 0.513 0.376
C -1.425 -0.004 -0.664
C 0.844 0.278 1.819
N 1.045 -1.657 -0.407
N -0.940 0.609 -1.882
O 1.551 -0.404 -0.438
H 1.397 1.507 0.033
H 0.957 -1.953 0.574
H -0.645 -0.866 -0.438
H -1.643 1.192 -2.320
H -0.633 -0.096 -2.541
H -1.604 0.780 0.073
H -2.367 -0.565 -0.763
H 0.063 -0.476 1.952
H 1.736 -0.068 2.348
H 0.514 1.211 2.280

Atomic forces in eV per Å
1.497 0.075 0.563
0.659 -1.582 -0.041
-0.531 -0.131 -0.441
1.182 -1.561 -0.136
-0.002 0.323 -0.405
-1.853 1.005 0.240
0.110 0.011 -0.100
-0.171 0.470 0.056
-1.291 1.659 0.267
0.058 -0.140 -0.097
-0.077 0.113 -0.011
0.306 -0.267 0.313
-0.027 0.137 -0.082
0.026 0.037 0.031
0.081 -0.050 -0.065
0.032 -0.101 -0.092

The total energy is -304.86406 hartree. The strongest force on any atom is 2.122 eV/A. Its HOMO energy (alpha / beta) is -8.2 / -7.7 eV. The relative energy (zero: lowest compared OMol25 entry of this formula, charge and spin) comes out at 132.1 kcal/mol. The HOMO-LUMO gap (alpha / beta) is 8.7 / 7.9 eV. Its LUMO energy (alpha / beta) is 0.428 / 0.157 eV.

Here are the natural (NBO) charges for atoms 1 to 5, given in e: number 1, C, carries 0.28; number 2, C, carries -0.45; number 3, C, carries -0.73; number 4, N, carries -0.49; number 5, N, carries -0.85